(1)
FeN6O18 | ωB97M-V with the def2-TZVPD basis set

CARTESIAN COORDINATES (ANGSTROEM)
1 O -1.90 -0.52 1.19
2 O 0.64 -3.56 -1.84
3 O -0.03 1.87 1.56
4 O 1.86 -0.83 3.72
5 N -0.14 3.03 1.92
6 Fe -0.11 -0.05 0.09
7 O 2.05 1.10 -2.69
8 O 0.22 -1.92 -0.63
9 O 2.29 2.82 -1.64
10 O -1.00 -1.23 -3.48
11 O -2.43 0.14 -3.90
12 O 1.56 -1.63 -2.25
13 O -1.21 0.23 -2.26
14 N 0.90 -2.40 -1.57
15 O 2.37 -2.15 2.28
16 N -1.55 -0.27 -3.21
17 N 1.73 1.79 -1.77
18 O -3.54 0.01 2.36
19 O 1.15 -0.66 1.67
20 O -0.19 3.04 3.12
21 N -2.77 -0.84 1.99
22 O 1.10 1.17 -0.90
23 O -2.77 -2.01 2.56
24 N 1.99 -1.04 2.51
25 O -0.24 3.90 1.16

## Properties
⟨S²⟩ = 8.759
ΔE to the lowest compared entry with this formula, charge and spin = 0.0 kcal per mole
2S+1 = 6
Total charge = -3
E_tot = -80156.20476 eV
Orbital gap (spin up / spin down) = 7.94 / 5.44 eV

=====

(2)
C25H45BCl21N4O6P2S2 | ωB97M-V with the def2-TZVPD basis set

CARTESIAN COORDINATES (ANGSTROEM)
1 C -1.42 1.69 1.02
2 H -2.33 1.09 -1.83
3 O 3.57 0.59 0.31
4 C 5.82 4.15 1.23
5 O 1.60 1.76 -0.70
6 H 2.31 -1.07 2.50
7 Cl 3.51 0.43 -7.69
8 H 1.36 -1.93 -2.48
9 C 0.80 -1.14 4.00
10 Cl 5.95 4.70 2.89
11 Cl 3.82 2.52 -9.65
12 C 0.47 -2.04 -1.88
13 O 3.18 -2.63 0.65
14 Cl 6.67 2.61 1.03
15 C 1.60 -1.77 5.15
16 O 0.73 -4.10 0.77
17 B 2.66 -1.69 -0.15
18 N -0.99 -3.39 2.57
19 C 4.60 -2.86 0.70
20 C 3.09 2.10 -8.11
21 P 2.02 0.89 0.60
22 H -0.81 1.85 -1.41
23 H -2.25 3.49 1.60
24 C -3.26 3.25 -0.22
25 H -2.29 -3.22 -3.23
26 H 1.71 -3.58 6.34
27 N -1.63 -3.07 -2.47
28 Cl -8.11 -3.67 3.28
29 H 5.01 -2.99 -0.30
30 Cl 6.50 5.35 0.14
31 O 3.19 -1.39 -1.41
32 H -1.05 1.67 2.04
33 C -1.25 0.95 -1.80
34 C 1.36 -1.60 2.65
35 Cl 6.23 -1.50 -2.28
36 C 1.13 -3.17 5.52
37 H -3.40 -0.08 1.96
38 C -1.01 -0.21 -0.82
39 Cl -5.39 -3.54 2.34
40 H 3.52 -2.18 -1.84
41 H -2.51 3.39 -1.00
42 N 0.39 -0.78 -1.02
43 H 0.08 -3.17 5.82
44 H -1.39 2.09 -4.85
45 Cl 1.34 2.25 -8.20
46 O -5.53 2.63 0.20
47 C -1.44 0.17 0.65
48 C 0.47 -1.40 1.41
49 H 0.88 -0.06 4.08
50 S 1.72 1.78 2.25
51 C -2.65 2.63 1.05
52 H 2.17 1.64 -1.47
53 Cl 8.84 -0.90 -3.34
54 C -0.76 0.75 -3.24
55 H -1.42 0.07 -3.77
56 H -5.99 0.86 1.16
57 H -4.38 1.61 -1.18
58 Cl 3.71 3.18 -6.85
59 H 5.99 -1.19 0.76
60 P -0.49 -3.00 0.96
61 H 0.53 -4.97 1.14
62 C -6.33 1.46 0.31
63 Cl -7.66 4.49 -1.98
64 C -0.68 -2.32 -2.83
65 C -8.06 5.30 -0.46
66 H 4.66 -1.04 1.90
67 H 2.65 -1.83 4.84
68 C -0.73 2.09 -3.99
69 Cl 4.11 3.89 0.84
70 H -3.44 2.26 1.70
71 Cl 7.83 -3.60 -3.43
72 Cl -7.31 -1.56 1.49
73 H -1.03 2.91 -3.34
74 H -0.59 -1.92 -3.84
75 H -0.24 -1.41 4.11
76 H 4.72 -3.80 1.23
77 H 1.55 -1.12 6.02
78 H -1.93 -3.02 2.71
79 H -3.57 4.27 0.05
80 H 0.25 0.33 -3.29
81 N -0.67 -0.52 1.71
82 Cl -6.58 5.82 0.34
83 H -1.33 -1.05 2.26
84 H 1.63 -2.66 2.72
85 Cl -6.36 -1.57 4.21
86 Cl 8.58 -2.43 -0.91
87 Cl -9.08 6.70 -0.80
88 Cl 0.91 2.47 -4.57
89 H 4.09 1.39 0.48
90 C -6.81 -2.58 2.84
91 C -4.53 2.62 -0.79
92 S -3.16 -0.49 0.71
93 H -0.63 2.21 0.48
94 H -1.68 -1.02 -1.11
95 Cl -8.94 4.18 0.58
96 H -6.31 0.87 -0.61
97 H -1.10 -4.40 2.67
98 H -7.35 1.78 0.52
99 H 0.85 -0.08 -1.60
100 H 5.98 -2.17 2.22
101 C 5.35 -1.75 1.44
102 C 7.89 -2.11 -2.50
103 H -4.86 3.25 -1.63
104 H 0.59 -2.92 -1.25
105 H 1.23 -3.85 4.67
106 C 1.30 -0.85 0.24

## Properties
Total charge = +1
E_tot = -348791.53646 eV
Orbital gap = 8.14 eV

=====

(3)
C6H4N4O2 | ωB97M-V with the def2-TZVPD basis set

CARTESIAN COORDINATES (ANGSTROEM)
1 O -2.63 1.89 -0.21
2 H -2.91 1.92 -1.20
3 C -1.37 1.27 -0.10
4 C 1.67 -1.54 -0.28
5 N 0.97 -0.28 2.13
6 N 2.36 -1.85 0.88
7 N -0.50 1.12 0.92
8 O -1.95 0.50 -2.43
9 C 2.00 -1.25 2.08
10 C 0.78 -0.50 -0.28
11 C 0.46 0.21 0.93
12 H 1.96 -2.07 -1.09
13 H 2.19 -1.75 3.05
14 N 0.12 -0.16 -1.46
15 C -1.11 0.43 -1.47
16 H 0.17 -0.86 -2.16

## Properties
SMILES = O=c1[nH]c2cncnc2nc1O
ΔE to the lowest compared entry with this formula, charge and spin = 50.5 kcal per mole
Total charge = 0
E_tot = -16340.41545 eV
Orbital gap = 8.43 eV

=====

(4)
C2H4O4P2 | ωB97M-V with the def2-TZVPD basis set

CARTESIAN COORDINATES (ANGSTROEM)
1 P 1.72 0.69 -0.30
2 C -0.02 0.26 0.68
3 H 0.25 0.72 1.59
4 C -1.49 -0.89 1.12
5 H -0.10 0.01 -1.57
6 O 2.20 -0.95 -0.58
7 H -1.36 -1.82 0.72
8 P -1.61 0.38 -0.06
9 O -1.11 0.16 -1.71
10 H 1.35 -1.38 -0.72
11 O 2.74 1.29 0.61
12 O -2.58 1.52 0.21

## Properties
ΔE to the lowest compared entry with this formula, charge and spin = 63.0 kcal per mole
Total charge = -2
E_tot = -28904.17694 eV
Orbital gap = 5.89 eV

=====

(5)
H9O4 | ωB97M-V with the def2-TZVPD basis set

CARTESIAN COORDINATES (ANGSTROEM)
1 H -0.28 -3.00 -0.08
2 H 0.23 0.91 -0.62
3 H -0.15 -0.76 -0.31
4 H -1.07 0.78 2.91
5 H -0.73 -0.67 3.05
6 O 0.95 2.03 -1.74
7 H 0.19 0.54 0.87
8 O 0.35 0.09 0.02
9 H 0.66 2.93 -2.08
10 O -0.56 -2.31 -0.70
11 H -0.92 -2.65 -1.52
12 H 1.86 2.03 -2.23
13 O -0.52 0.06 2.44

## Properties
ΔE to the lowest compared entry with this formula, charge and spin = 23.5 kcal per mole
Total charge = +1
E_tot = -8329.10450 eV
Orbital gap = 12.98 eV

=====

(6)
C2H10N2O3 | ωB97M-V with the def2-TZVPD basis set

CARTESIAN COORDINATES (ANGSTROEM)
1 H 0.04 1.78 1.70
2 H 0.39 1.42 -1.36
3 O -0.66 1.90 1.04
4 C 0.30 0.37 -1.51
5 H -2.54 -1.81 0.55
6 H 1.32 -0.04 -1.48
7 O 2.20 0.40 1.28
8 H 1.19 0.38 1.13
9 H 0.17 0.07 -2.56
10 N -0.72 -0.22 -0.71
11 O 0.58 -2.11 -0.34
12 H -1.29 -2.99 0.69
13 N -1.57 -2.02 0.53
14 C -0.44 -1.41 -0.17
15 H -1.41 0.37 -0.60
16 H -0.34 2.71 0.68
17 H 2.79 1.21 1.12

## Properties
SMILES = CNC(N)=O.O.O
ΔE to the lowest compared entry with this formula, charge and spin = 45.9 kcal per mole
Total charge = 0
E_tot = -11358.04391 eV
Orbital gap = 9.76 eV

=====

(7)
C2H2N4 | ωB97M-V with the def2-TZVPD basis set

CARTESIAN COORDINATES (ANGSTROEM)
1 H -1.90 1.38 0.11
2 N 0.17 1.31 -0.03
3 C -1.06 0.77 -0.17
4 H -2.21 -1.01 0.28
5 C -1.28 -0.61 0.14
6 N -0.07 -1.30 -0.09
7 N 1.26 0.58 0.14
8 N 1.22 -0.78 -0.05

## Properties
SMILES = c1cnnnn1
ΔE to the lowest compared entry with this formula, charge and spin = 93.5 kcal per mole
Total charge = 0
E_tot = -8062.07766 eV
Orbital gap = 9.00 eV

=====

(8)
C10H16N4O2S | ωB97M-V with the def2-TZVPD basis set

CARTESIAN COORDINATES (ANGSTROEM)
1 C 0.75 1.62 -4.31
2 C -2.84 0.74 5.78
3 C -0.91 -0.12 4.26
4 H -0.04 1.68 -5.06
5 N -2.25 -0.82 2.60
6 C 1.20 -1.57 -0.87
7 O -3.00 -0.29 3.59
8 H -2.08 1.12 6.45
9 H -1.31 -1.93 0.87
10 N 0.79 -0.30 -1.01
11 N -0.32 -1.81 1.00
12 C 1.26 0.58 -2.04
13 N 0.53 -2.35 0.05
14 H -0.69 0.89 -2.88
15 H 1.04 -3.19 0.32
16 H -0.02 0.08 4.81
17 H 2.26 1.90 -5.82
18 C 0.13 -1.21 2.14
19 O 1.29 -1.07 2.42
20 C 0.31 0.62 -3.24
21 H 2.24 0.21 -2.35
22 H 2.89 1.27 -4.29
23 H 0.85 2.61 -3.86
24 C -2.21 0.13 4.59
25 H 1.99 0.21 -5.38
26 C -0.99 -0.73 2.98
27 H 0.26 -0.38 -3.67
28 H -3.45 0.01 6.30
29 C 2.05 1.22 -4.99
30 H -3.50 1.56 5.48
31 S 2.40 -2.27 -1.75
32 H -0.01 0.00 -0.47
33 H 1.38 1.58 -1.62

## Properties
SMILES = CCCCNC(=S)NNC(=O)c1cc(C)on1
Total charge = 0
E_tot = -31519.27420 eV
Orbital gap = 8.61 eV

=====

(9)
C4H10N4 | ωB97M-V with the def2-TZVPD basis set

CARTESIAN COORDINATES (ANGSTROEM)
1 N 0.35 -1.74 -1.37
2 H 1.38 0.95 -1.67
3 H -0.69 -1.89 -1.66
4 N -0.65 0.77 1.45
5 N -0.59 -1.58 1.73
6 H 1.58 -0.59 -0.29
7 H 0.35 2.74 -1.10
8 H -0.31 2.89 1.18
9 C 0.11 1.88 -0.60
10 H -1.14 -1.47 2.65
11 C -0.41 -0.47 1.10
12 H -1.24 0.84 2.33
13 N 0.45 0.69 -1.41
14 H -0.31 0.72 -2.24
15 H 1.00 -2.51 -1.33
16 C 0.63 -0.58 -0.73
17 H -0.29 -2.52 1.26
18 C -0.22 1.89 0.69

## Properties
ΔE to the lowest compared entry with this formula, charge and spin = 65.2 kcal per mole
Total charge = +2
E_tot = -10250.51239 eV
Orbital gap = 10.41 eV

=====

(10)
C26H74O16 | ωB97M-V with the def2-TZVPD basis set

CARTESIAN COORDINATES (ANGSTROEM)
1 C -0.73 -2.79 -5.19
2 H 0.31 -0.57 5.07
3 O -1.34 -3.04 0.52
4 H -0.75 -2.54 -0.05
5 H -6.08 -1.17 -0.07
6 H 0.12 0.20 -2.03
7 O -0.20 2.02 -2.83
8 H -1.42 -1.85 1.97
9 H -0.41 -1.69 -3.30
10 C 1.81 4.55 -1.38
11 O 4.10 4.14 -1.02
12 H 0.88 -0.88 -5.88
13 C 3.10 4.18 -2.06
14 H -3.74 3.24 3.83
15 C 0.13 -1.91 -4.24
16 H -4.55 0.95 1.46
17 H -0.80 -3.59 -2.06
18 H 2.10 5.25 -0.61
19 H 0.77 4.14 3.75
20 O -1.38 -1.28 2.80
21 H -1.01 -3.73 -4.65
22 H 1.22 4.97 -2.17
23 O 4.88 -1.56 -0.95
24 C -2.80 2.98 3.32
25 H 3.90 -3.47 -1.32
26 H 2.14 0.67 -0.89
27 H -1.53 3.21 -3.96
28 H -6.21 -1.32 2.64
29 C -4.88 -0.11 1.47
30 H 4.06 -1.11 -0.73
31 H -2.51 1.16 4.50
32 H 1.78 -1.80 -0.66
33 H 1.06 3.51 0.10
34 H -4.75 -0.22 -0.56
35 H 5.05 4.18 -1.30
36 H -0.31 -2.92 -6.19
37 H 6.22 -1.11 -2.42
38 H -0.23 -0.26 0.79
39 H -1.47 -1.01 5.19
40 H 2.13 0.71 0.87
41 H 2.89 -5.89 -0.28
42 O 1.37 -2.56 -3.91
43 H -2.41 0.61 -2.57
44 C -0.44 -1.36 5.00
45 C -0.59 -2.13 3.68
46 C 1.75 0.15 0.00
47 H 0.98 -5.45 -1.92
48 H -0.72 3.54 5.02
49 H -0.46 1.94 5.65
50 O 3.24 5.24 1.68
51 O 2.17 -1.20 -0.02
52 C 4.88 0.53 -2.30
53 C -5.85 -0.31 2.67
54 H 1.71 -3.18 -4.55
55 H -1.89 2.82 6.13
56 O 3.68 -4.42 -1.42
57 H -5.20 -0.18 3.54
58 H 4.22 0.94 -1.56
59 H -3.29 -0.92 2.23
60 H 5.60 1.22 -2.67
61 C -5.58 -0.21 0.11
62 H -0.32 -2.06 5.83
63 C -1.45 2.53 -3.05
64 H -1.24 -2.99 3.88
65 H 1.44 -2.96 3.99
66 C 0.50 -0.66 -4.92
67 C 5.64 -0.57 -1.66
68 H 0.82 5.28 2.28
69 C 0.79 -2.58 3.20
70 H -2.12 0.90 -4.27
71 H 0.61 -3.38 2.48
72 H -6.60 0.45 2.69
73 C 1.23 4.37 2.73
74 H -1.76 -2.35 -5.29
75 O -1.65 -3.79 -2.44
76 H -3.38 -4.61 -1.76
77 C -2.41 -4.34 -1.34
78 H 3.21 5.09 -2.78
79 C 0.22 0.27 -0.10
80 C 2.67 -4.83 -0.54
81 H -3.45 1.61 -3.50
82 C -1.26 2.62 5.28
83 H -6.20 0.67 -0.14
84 H 3.08 3.24 -2.66
85 H 1.18 0.01 -4.43
86 O 0.95 -3.41 -1.27
87 C 1.22 -4.80 -1.02
88 H -0.98 0.67 2.98
89 H 2.80 -4.25 0.40
90 H 6.33 -0.11 -0.98
91 H 3.24 3.87 3.35
92 H 0.30 2.65 2.23
93 C -2.54 -3.31 -0.24
94 H -3.27 -3.72 0.44
95 C -2.41 1.36 -3.34
96 O 1.06 3.46 -0.88
97 H -3.07 2.62 2.33
98 H 2.71 5.47 3.64
99 H -2.94 -2.37 -0.59
100 H 1.41 -1.80 2.69
101 H -1.92 -5.21 -1.01
102 C 2.67 4.69 2.91
103 H -0.02 1.36 -0.01
104 O 0.98 3.19 1.82
105 C -1.96 2.02 4.10
106 H -0.27 0.05 -5.11
107 H -1.81 3.18 -2.20
108 H 1.34 -3.28 -2.12
109 O -0.93 1.61 3.19
110 H 0.61 -5.10 -0.19
111 H -2.27 3.93 3.21
112 H 0.34 2.59 -2.23
113 H 4.37 0.19 -3.20
114 H 3.81 4.65 1.22
115 O -3.87 -1.06 1.47
116 O -0.14 -0.41 -1.35

## Properties
SMILES = CC(C)O.CC(C)O.CC(C)O.CC(C)O.OCCO.OCCO.OCCO.OCCO.OCCO.CCO.CCO
ΔE to the lowest compared entry with this formula, charge and spin = 0.0 kcal per mole
Total charge = 0
E_tot = -60919.07641 eV
Orbital gap = 10.25 eV

=====

(11)
CH3PS | ωB97M-V with the def2-TZVPD basis set

CARTESIAN COORDINATES (ANGSTROEM)
1 H 0.81 -0.85 -0.62
2 S -2.72 -0.68 -0.04
3 C 0.92 0.03 0.00
4 P -1.56 0.84 0.04
5 H 1.47 0.84 -0.43
6 H 1.08 -0.17 1.04

## Properties
ΔE to the lowest compared entry with this formula, charge and spin = 33.9 kcal per mole
Total charge = 0
E_tot = -21207.47351 eV
Orbital gap (spin up / spin down) = 6.55 / 6.55 eV

=====

(12)
C5H13N2 | ωB97M-V with the def2-TZVPD basis set

CARTESIAN COORDINATES (ANGSTROEM)
1 H 0.23 1.56 -0.74
2 H 0.24 1.09 1.09
3 H 1.45 -1.15 1.01
4 C 1.10 -0.72 0.08
5 C -1.38 -0.82 0.85
6 H -2.65 -1.43 -2.67
7 C -1.07 -0.68 -1.70
8 H 3.14 2.00 0.78
9 C -0.46 -0.54 -0.38
10 H -2.02 -1.52 0.45
11 H 1.95 3.18 1.07
12 N -2.38 -1.42 -1.70
13 H -0.45 -1.01 -2.53
14 H -0.95 -0.96 1.88
15 H 2.96 2.62 2.40
16 H -2.19 -2.37 -1.48
17 N 2.51 2.38 1.46
18 C 0.34 0.75 0.07
19 H -1.95 0.13 0.87
20 H 1.58 -1.08 -0.79

## Properties
ΔE to the lowest compared entry with this formula, charge and spin = 155.3 kcal per mole
Total charge = +1
E_tot = -8364.07653 eV
Orbital gap = 5.98 eV

=====

(13)
C2H3ClF2 | ωB97M-V with the def2-TZVPD basis set

CARTESIAN COORDINATES (ANGSTROEM)
1 H 0.23 1.52 -1.00
2 C 0.42 0.80 -0.19
3 H 1.41 0.29 -0.20
4 C -0.23 -0.58 0.05
5 H -0.13 1.35 0.71
6 F 0.26 -1.13 1.22
7 F -0.05 -1.78 -0.75
8 Cl -1.93 -0.46 0.16

## Properties
SMILES = CC(F)(F)Cl
ΔE to the lowest compared entry with this formula, charge and spin = 36.9 kcal per mole
Total charge = 0
E_tot = -20078.78875 eV
Orbital gap = 12.40 eV

=====

(14)
C10H13O3 | ωB97M-V with the def2-TZVPD basis set

CARTESIAN COORDINATES (ANGSTROEM)
1 C -2.20 -1.36 -1.38
2 O -2.66 -0.61 -2.23
3 O 0.07 3.32 -0.85
4 H -1.11 -3.32 -1.49
5 C 1.56 1.63 2.00
6 O -2.59 -1.48 -0.24
7 H 0.65 -0.45 4.09
8 H -0.60 -0.72 0.77
9 C 0.41 2.38 0.05
10 C -0.96 -2.10 -1.68
11 H -0.27 -1.97 -0.78
12 H 0.43 -2.08 -3.41
13 H 2.08 -0.90 3.31
14 C 1.43 2.57 0.99
15 C -0.35 1.22 0.08
16 C -0.08 0.20 0.98
17 H -1.25 1.08 -0.40
18 C -0.46 -1.63 -3.06
19 H -1.18 -1.89 -3.85
20 H 0.57 -1.67 2.66
21 H 2.11 3.41 1.12
22 C 1.02 -0.68 3.04
23 H 0.66 3.38 -1.55
24 H -0.30 -0.49 -3.01
25 H 2.19 1.79 2.81
26 C 0.84 0.39 2.02

## Properties
ΔE to the lowest compared entry with this formula, charge and spin = 53.8 kcal per mole
Total charge = -1
E_tot = -16723.45160 eV
Orbital gap = 7.12 eV

=====

(15)
C11H36N6O7 | ωB97M-V with the def2-TZVPD basis set

CARTESIAN COORDINATES (ANGSTROEM)
1 O -20.49 -29.16 1.72
2 H -21.48 -26.85 -2.70
3 C -17.51 -30.55 2.74
4 H -20.09 -31.35 -1.27
5 H -14.67 -32.14 -4.11
6 H -16.33 -30.62 1.13
7 N -16.10 -29.74 -1.64
8 H -17.63 -33.65 -4.31
9 H -15.24 -33.53 -4.96
10 O -18.27 -26.99 -2.12
11 H -20.10 -30.48 3.12
12 C -19.08 -31.44 -0.70
13 C -19.42 -27.41 -2.13
14 N -16.82 -29.97 1.78
15 H -19.78 -27.67 -1.12
16 O -14.68 -26.46 -0.34
17 H -16.24 -30.50 -3.47
18 H -18.74 -29.47 -2.77
19 H -18.23 -30.29 0.60
20 C -16.03 -26.59 0.18
21 O -17.84 -31.89 2.81
22 H -17.05 -32.96 -2.80
23 H -21.81 -30.34 2.82
24 N -16.69 -25.66 0.80
25 H -16.21 -24.77 0.64
26 C -19.43 -28.70 -2.94
27 H -16.32 -28.45 -0.37
28 O -18.73 -30.15 -0.20
29 C -20.84 -30.33 2.42
30 H -20.02 -29.35 0.92
31 N -16.77 -27.62 0.09
32 H -14.92 -31.94 -5.86
33 C -15.31 -30.74 -1.30
34 H -18.00 -26.88 -1.18
35 H -18.91 -32.21 0.05
36 H -16.61 -28.99 1.71
37 H -17.02 -29.78 -1.25
38 H -15.83 -28.98 -2.19
39 H -20.14 -26.11 -3.59
40 N -17.78 -29.70 3.71
41 C -17.54 -32.71 -3.76
42 C -20.48 -26.42 -2.63
43 H -20.59 -31.10 1.77
44 H -14.00 -30.03 -2.70
45 H -17.66 -27.54 0.48
46 H -20.42 -25.59 -1.97
47 C -15.35 -32.40 -4.98
48 H -18.40 -32.17 -3.61
49 H -18.30 -31.68 -1.37
50 H -17.53 -28.73 3.53
51 H -19.15 -28.47 -3.94
52 C -16.72 -31.78 -4.72
53 O -16.68 -30.54 -4.33
54 O -15.66 -31.58 -0.20
55 H -18.47 -29.95 4.45
56 H -13.54 -31.52 -1.89
57 H -17.67 -25.70 1.08
58 H -17.18 -31.90 -5.70
59 H -20.36 -29.26 -3.04
60 N -14.22 -30.76 -2.04

## Properties
SMILES = NC(N)=O.NC(N)=O.NC(N)=O.CC(C)O.CC(C)O.CO.CO
ΔE to the lowest compared entry with this formula, charge and spin = 161.7 kcal per mole
Total charge = 0
E_tot = -35259.23103 eV
Orbital gap = 9.46 eV